51
Properties=species:S:1:pos:R:3:forces:R:3:lowdin_charge:R:1 method="wB97M-V/def2-TZVPD" homo_ev=-2.1 lumo_energy_ev=0.4 total_charge=-1 fmax_ev_per_a=6.7
C -4.7843 -1.7625 0.3808 0.4 0.1 0.9 -0.148
C -3.4427 -0.8043 0.1310 -0.7 -0.1 -0.2 -0.246
C -2.9875 -0.8225 -1.4543 -0.7 1.4 0.5 -0.191
C -2.2692 0.6435 -1.7704 -0.3 0.5 -0.2 -0.310
C -1.5013 0.6735 -3.2466 -1.3 0.3 -0.2 -0.106
C -1.3527 1.2134 -0.5363 2.7 0.4 2.6 -0.042
C -0.0849 0.4444 0.1746 -2.2 3.1 0.0 -0.015
C 0.4167 -1.0506 -0.3828 -0.6 -0.2 0.7 -0.146
C 1.1488 -0.9741 -1.8472 0.2 0.6 0.3 -0.190
C 2.7554 -1.2985 -1.8428 0.6 -0.3 -0.9 -0.393
C 3.1141 -2.9043 -2.1154 1.3 0.9 -0.2 -0.121
C 3.5739 -0.7197 -0.5375 -1.1 -0.6 -0.5 -0.096
C 0.6650 1.2124 1.4574 -1.9 2.9 0.1 -0.010
C 1.9218 0.5393 2.3036 -0.5 0.1 0.9 -0.138
O 1.3785 0.3035 3.6821 -4.3 2.3 -4.3 -0.277
O 2.3289 -0.1818 4.4537 3.5 -2.1 3.8 -0.084
C 0.1916 2.7238 1.9951 -1.0 -2.1 -1.8 -0.390
S 1.0227 3.5971 3.4706 -1.5 -1.6 -0.6 0.639
C -1.0500 3.5766 1.2920 0.5 -1.4 -0.1 -0.269
N -1.5772 4.9455 1.6767 0.0 -5.5 -3.8 -0.289
S -2.8772 5.1901 0.4963 3.0 -4.7 0.3 0.814
N -2.8445 3.6738 -0.4198 3.3 -1.2 2.4 -0.328
C -1.7347 2.7252 0.0689 -1.6 3.8 0.7 -0.136
H -4.4868 -2.5744 1.2016 -0.9 1.5 -2.0 0.077
H -5.1551 -2.2409 -0.6208 0.8 0.7 2.0 0.063
H -5.6922 -1.1421 0.8429 2.1 -1.3 -1.1 0.076
H -3.7863 0.2857 0.4703 1.1 -2.2 -1.0 0.119
H -2.5233 -1.1388 0.7827 -2.0 0.7 -1.1 0.104
H -4.0006 -0.8288 -2.0796 2.3 -0.1 1.1 0.118
H -2.3177 -1.7402 -1.7535 -1.3 1.8 0.7 0.107
H -3.1792 1.4072 -1.8884 2.1 -1.5 0.6 0.131
H -0.7018 1.5313 -3.2876 -1.4 -1.9 0.1 0.087
H -2.3478 0.9442 -4.0435 1.9 -0.6 1.7 0.086
H -1.1043 -0.3840 -3.5511 -0.4 2.2 0.7 0.064
H 1.1071 -1.6096 0.4141 -1.5 1.6 -1.7 0.120
H -0.5416 -1.7547 -0.4883 2.0 1.8 0.3 0.098
H 1.0389 0.1546 -2.2163 0.1 -2.6 0.6 0.113
H 0.5764 -1.7362 -2.5512 1.3 1.8 1.2 0.107
H 3.2109 -0.7282 -2.7876 -1.2 -1.2 1.9 0.128
H 2.3957 -3.4110 -2.8881 1.2 0.9 1.7 0.067
H 3.2602 -3.5105 -1.1159 -0.7 1.1 -2.0 0.082
H 4.1906 -2.8846 -2.6311 -2.3 -0.2 1.1 0.082
H 4.6978 -0.5759 -0.8385 -2.3 -0.2 0.9 0.094
H 3.4779 -1.5206 0.3400 0.4 2.0 -1.8 0.093
H 3.0348 0.3015 -0.2432 1.5 -2.1 -0.4 0.090
H 2.8212 1.2932 2.4547 -1.7 -1.6 -0.7 0.150
H 2.2492 -0.5138 1.9127 -0.5 2.3 0.5 0.106
H 1.9280 -0.2920 5.3712 0.4 0.4 -1.9 0.145
H 0.2998 3.0654 4.5838 0.8 0.4 -1.7 -0.096
O 5.2290 -0.7122 3.6743 1.3 -0.1 -0.1 -0.654
H 4.3080 -0.6284 3.5067 -1.1 0.1 -0.1 -0.285

---

19
Properties=species:S:1:pos:R:3:forces:R:3:lowdin_charge:R:1 method="wB97M-V/def2-TZVPD" de_lowest_kj_mol=150.2 homo_ev=-9.9 lumo_energy_ev=0.8 smiles="CCC=O.CCO" total_charge=0 fmax_ev_per_a=0.6
C -0.3657 -3.0417 0.1380 0.0 -0.2 0.0 -0.101
C 0.2093 -1.6397 0.3407 0.0 0.0 0.1 -0.220
C -0.9291 -0.6838 0.0966 -0.2 0.0 0.2 -0.344
O -1.5559 -0.1227 0.9643 0.0 -0.5 -0.4 0.043
C 0.6992 1.4949 -0.1294 -0.3 -0.1 -0.1 -0.354
C -0.3016 2.5887 -0.4713 0.1 0.1 0.0 -0.074
O 2.0120 1.9356 0.1419 0.2 0.5 -0.1 -0.063
H -1.2126 -3.1962 0.8136 0.1 -0.1 -0.1 0.082
H -0.7221 -3.1691 -0.8908 0.1 0.0 0.2 0.078
H 0.3885 -3.8048 0.3384 -0.1 0.0 0.0 0.075
H 0.5866 -1.5031 1.3588 -0.1 0.0 -0.1 0.124
H 1.0354 -1.4627 -0.3609 -0.3 0.0 0.1 0.115
H -1.1990 -0.5422 -0.9743 -0.1 -0.1 0.1 0.136
H 0.3191 0.9568 0.7367 0.3 0.2 -0.1 0.079
H 0.7821 0.7999 -0.9772 0.0 0.1 0.2 0.108
H -0.6023 3.1309 0.4320 0.1 0.0 -0.1 0.082
H 0.1253 3.2901 -1.1940 -0.1 0.0 0.0 0.079
H -1.2140 2.1606 -0.9029 0.2 0.0 0.1 0.075
H 1.9450 2.8085 0.5397 0.1 0.0 0.1 0.081

---

11
Properties=species:S:1:pos:R:3:forces:R:3:lowdin_charge:R:1 method="wB97M-V/def2-TZVPD" de_lowest_kj_mol=365.4 homo_ev=-9.6 lumo_energy_ev=0.6 total_charge=0 fmax_ev_per_a=0.7
N 2.4157 -0.0449 0.1038 -0.6 0.4 -0.3 0.146
C 1.3433 0.3205 -0.2954 0.6 0.0 0.3 -0.268
C 0.1958 1.2082 -0.4390 -0.3 -0.1 0.1 -0.038
C -0.9526 0.6363 -0.0695 0.3 0.1 -0.1 -0.037
C -0.8467 -0.8440 0.2497 -0.1 0.1 0.0 -0.249
O 0.4089 -1.2425 -0.2199 0.0 -0.1 0.1 -0.187
H 1.5853 -1.0725 0.2788 -0.2 -0.1 -0.1 0.157
H 0.3462 2.2548 -0.6696 0.0 -0.1 0.0 0.114
H -1.8911 1.1757 0.0154 0.1 -0.1 0.0 0.113
H -1.6382 -1.4000 -0.2714 0.1 0.1 0.1 0.121
H -0.9872 -1.0019 1.3327 0.1 0.0 -0.2 0.129

---

8
Properties=species:S:1:pos:R:3:forces:R:3:lowdin_charge:R:1 method="wB97M-V/def2-TZVPD" de_lowest_kj_mol=256.5 homo_ev=-5.0 lumo_energy_ev=3.5 total_charge=-1 fmax_ev_per_a=1.8
C -0.4453 0.3395 -0.0633 0.8 0.4 -0.1 -0.221
O 2.1158 0.3885 1.1477 -0.5 0.7 -0.1 -0.356
O 1.9538 -0.5776 -1.2167 -0.5 0.6 -0.3 -0.353
F -2.3894 -1.4416 0.4194 0.6 0.4 -0.1 -0.698
P 1.3448 0.1372 -0.0812 -0.1 -1.8 0.5 0.552
H -0.7576 0.6087 -1.0677 0.0 0.1 -0.1 0.031
H -1.1320 -0.5792 0.2129 -0.2 -0.5 0.1 0.013
H -0.6900 1.1244 0.6488 0.0 0.1 0.0 0.031

---

17
Properties=species:S:1:pos:R:3:forces:R:3:lowdin_charge:R:1 method="wB97M-V/def2-TZVPD" de_lowest_kj_mol=443.2 homo_ev=-9.0 lumo_energy_ev=1.2 smiles="C=C[C@@H](C)C1=CC1" total_charge=0 fmax_ev_per_a=4.0
C -2.5969 -0.2771 0.6266 -1.4 -0.7 1.1 -0.144
C -2.2110 -0.6639 -0.7597 0.8 0.1 -1.0 -0.028
C 0.2911 -0.0205 0.2153 0.0 -0.4 0.3 -0.273
C 1.5992 -0.6973 -0.3686 -2.0 0.4 -1.2 -0.174
C -1.2162 -0.4768 0.0679 1.6 0.7 -1.0 -0.151
C 0.3759 1.3887 -0.4572 2.0 0.6 2.6 -0.079
C 2.6347 -0.6599 0.4233 2.2 -2.0 2.7 -0.049
H -3.0071 -1.0735 1.2666 0.2 0.1 -0.1 0.068
H -2.5039 -0.7753 -1.8314 0.2 0.0 1.4 0.112
H 0.5919 -0.0428 1.3178 -1.0 0.6 -1.4 0.127
H 1.7139 -0.8394 -1.4652 -0.3 -0.2 0.8 0.116
H -0.1864 2.1562 0.1470 0.8 -0.6 -0.6 0.093
H -0.0116 1.4018 -1.4353 -0.5 -0.3 -1.2 0.051
H 1.5298 1.5737 -0.5040 -2.3 0.5 0.1 0.104
H -3.1610 0.6474 0.9029 1.1 -0.1 -0.6 0.088
H 3.6678 -1.0814 0.3298 -1.0 0.7 -1.0 0.071
H 2.4897 -0.5598 1.5242 -0.2 0.5 -0.8 0.068

---

95
Properties=species:S:1:pos:R:3:forces:R:3:lowdin_charge:R:1 method="wB97M-V/def2-TZVPD" homo_ev=-7.3 lumo_energy_ev=-0.5 smiles="C#CC[C@](C#N)([C@](I)(C#N)CCCCCCCCCCCCn1cccc1)S(C)(=O)=O.CO.CO.CO.CO.CO" total_charge=0 fmax_ev_per_a=12.6
C 4.4118 -0.1315 -2.1769 -0.1 5.1 8.8 0.081
C 4.5077 0.5723 -0.9380 -1.9 -4.5 -8.6 -0.127
C 4.1908 1.4055 0.4358 1.9 -1.0 -0.5 -0.177
C 3.8254 2.9967 0.2170 -1.3 -0.8 3.0 -0.441
C 4.0895 3.7053 1.7117 2.3 4.4 7.5 -0.115
N 4.3555 4.3056 2.8526 -2.6 -5.9 -10.8 0.139
C 2.1978 3.2603 -0.0647 0.6 2.7 0.9 -0.698
I 1.4451 2.3448 -1.8995 0.5 0.3 0.8 1.034
C 2.0310 4.9122 -0.2690 -1.2 8.3 -1.0 -0.193
N 1.8576 6.1977 -0.4148 1.5 -12.0 1.4 0.136
C 1.3458 2.8927 1.2861 -1.0 -0.1 0.8 -0.215
C -0.1909 2.3852 1.0341 -0.5 -0.3 0.7 -0.247
C -1.2015 3.4965 0.3809 -1.2 -0.3 -0.2 -0.192
C -2.0588 2.8483 -0.8994 0.0 -0.6 0.1 -0.234
C -3.6660 3.2132 -0.8463 0.7 0.1 -0.8 -0.205
C -4.5587 1.9587 -1.4567 -0.6 0.7 0.0 -0.221
C -4.8952 0.7830 -0.3635 -0.1 0.0 -0.3 -0.197
C -3.8980 -0.5482 -0.4948 -1.2 -0.3 0.2 -0.213
C -2.9904 -0.8209 0.8429 -0.5 0.3 0.2 -0.204
C -1.8221 -1.9715 0.6565 -0.3 -0.1 0.1 -0.194
C -0.3027 -1.4472 0.9824 -0.7 0.5 0.2 -0.188
C 0.7303 -2.6365 1.4962 -0.2 1.7 -1.1 -0.141
N 1.4547 -3.1343 0.2344 2.6 -2.6 -4.2 -0.165
C 1.0217 -4.2781 -0.6643 2.8 0.4 -2.4 -0.043
C 2.0272 -4.5122 -1.9730 0.2 4.3 4.8 -0.067
C 3.1835 -3.3541 -1.7727 -4.5 -0.5 3.8 -0.085
C 2.7542 -2.5731 -0.3780 -0.9 -2.4 -2.2 -0.066
S 4.9556 3.9116 -0.9606 1.4 8.1 -3.0 0.751
C 6.7035 3.1490 -1.0887 0.8 -1.4 -0.7 -0.142
O 4.3872 4.1587 -2.3755 1.3 -2.5 4.4 -0.401
O 5.2149 5.3430 -0.3460 -0.9 -5.6 -1.0 -0.404
H 4.1529 -0.7141 -3.1866 1.0 1.6 2.9 0.088
H 5.2008 1.3928 1.0722 -2.2 0.0 -1.4 0.131
H 3.4086 0.8112 1.0808 1.3 1.4 -1.5 0.124
H 1.2678 3.8964 1.9222 0.4 -2.2 -1.3 0.143
H 1.8577 2.0583 1.9693 -0.8 1.9 -1.7 0.124
H -0.6341 2.1327 2.1141 1.2 0.5 -2.2 0.113
H -0.2698 1.3523 0.4402 0.5 2.4 1.2 0.065
H -0.7048 4.5089 0.0715 -0.7 -2.0 0.5 0.103
H -2.0208 3.7749 1.2034 1.9 -0.6 -1.7 0.108
H -1.9966 1.6572 -0.8769 0.0 2.5 0.2 0.095
H -1.5708 3.1498 -1.9455 -1.2 -0.5 2.4 0.080
H -3.7961 4.1818 -1.5318 0.0 -2.1 1.6 0.117
H -3.9701 3.4750 0.2752 0.5 -0.6 -2.5 0.098
H -4.0336 1.4865 -2.3921 -0.8 1.0 1.7 0.105
H -5.5775 2.4297 -1.8595 2.1 -1.1 0.9 0.109
H -4.8431 1.2467 0.7099 -0.1 -1.0 -2.0 0.082
H -6.0164 0.4288 -0.5533 2.4 0.8 0.5 0.115
H -3.2981 -0.4658 -1.4968 -0.8 -0.2 2.0 0.101
H -4.6462 -1.4699 -0.6087 1.8 1.8 0.1 0.111
H -3.7455 -1.1939 1.6880 1.7 0.9 -1.8 0.124
H -2.5650 0.2161 1.2262 -0.6 -2.2 -0.8 0.104
H -2.0980 -2.8461 1.3989 0.7 1.6 -1.5 0.108
H -1.8846 -2.3949 -0.4393 0.2 0.7 2.2 0.111
H 0.1287 -0.9236 0.0127 -0.6 -1.2 2.0 0.117
H -0.4018 -0.6099 1.8106 0.3 -1.8 -1.6 0.074
H 1.5166 -2.0869 2.2013 -1.5 -1.6 -1.5 0.124
H 0.1335 -3.4824 2.0496 1.5 1.5 -1.2 0.131
H 0.0690 -4.9563 -0.5101 2.1 2.0 0.0 0.081
H 1.9448 -5.2832 -2.8526 0.0 1.7 2.2 0.071
H 4.1055 -3.1109 -2.4599 -2.1 -0.6 1.8 0.066
H 3.2899 -1.6802 0.1675 -1.3 -2.1 -1.3 0.068
H 7.5455 3.9829 -1.0445 -2.4 -1.4 0.1 0.105
H 6.9064 2.3386 -0.2677 -0.6 1.6 -1.5 0.072
H 6.7325 2.6371 -2.1564 -0.2 1.0 2.3 0.092
C 6.6102 -2.9139 0.1786 0.1 -0.2 0.0 -0.170
O 6.4194 -3.8742 -0.8439 0.3 -0.4 -0.2 -0.142
H 5.8511 -2.1345 0.0803 0.1 -0.2 -0.1 0.048
H 6.5109 -3.3950 1.1547 0.0 0.2 0.2 0.077
H 7.6028 -2.4674 0.0799 0.0 0.2 0.2 0.074
H 7.1068 -4.5525 -0.7311 -0.5 0.4 -0.1 0.083
C -3.1370 -5.1671 -1.0950 -0.2 0.1 -0.1 -0.149
O -1.9037 -5.4081 -0.4431 0.2 -0.4 0.7 -0.172
H -2.9420 -4.6988 -2.0625 0.0 -0.1 0.3 0.056
H -3.6595 -6.1143 -1.2500 -0.2 0.1 -0.1 0.081
H -3.7480 -4.4973 -0.4849 -0.2 0.0 -0.1 0.073
H -2.1085 -5.8238 0.4117 0.2 0.2 -0.5 0.090
C -3.1373 -3.5961 -5.2161 0.0 -0.1 -0.2 -0.152
O -3.3682 -4.5057 -4.1561 -0.2 -0.5 -0.1 -0.147
H -2.9169 -2.6113 -4.7977 0.0 -0.2 0.0 0.081
H -2.2854 -3.9362 -5.8101 0.0 0.2 -0.1 0.078
H -4.0299 -3.5318 -5.8432 0.1 0.2 -0.1 0.076
H -3.5610 -5.3699 -4.5577 0.1 0.5 0.3 0.091
C -0.5898 0.8838 4.9636 0.2 -0.1 0.1 -0.157
O -0.7806 -0.0764 3.9411 0.2 -0.4 -0.1 -0.159
H -1.3489 1.6633 4.8654 0.1 -0.2 -0.1 0.080
H -0.6891 0.4027 5.9398 0.0 0.2 0.1 0.079
H 0.4028 1.3303 4.8649 0.0 0.2 0.2 0.077
H -0.0932 -0.7548 4.0540 -0.4 0.3 -0.1 0.078
C -6.0692 3.0743 2.6034 0.0 0.1 0.2 -0.168
O -5.6463 1.7431 2.8344 0.3 -0.3 0.5 -0.148
H -6.5254 3.1354 1.6127 0.1 -0.1 0.1 0.080
H -6.8049 3.3601 3.3592 0.0 0.2 -0.1 0.076
H -5.2070 3.7443 2.6472 -0.1 0.2 -0.1 0.072
H -5.2459 1.7199 3.7202 -0.2 -0.1 -0.5 0.086

---

no.,HOMO-LUMO gap (Ha),electronic energy (eV),molecular weight (g mol⁻¹)
1,0.0912,-48841.28212,371.5
2,0.3941,-9473.57908,104.1
3,0.3761,-7762.73907,83.1
4,0.3134,-17189.29560,97.0
5,0.3727,-7416.44164,94.2
6,0.2468,-68661.40755,715.7